1.
ORCA calculation (the ωB97M-V functional and the def2-TZVPD basis) on C3H2CuLiO3 as an isolated structure at a distorted geometry.

Last column: Mulliken spin population.
Positions of all 10 atoms, in Å:
Cu 4.122 0.675 1.109  0.102
O 3.707 0.771 -1.031  -0.030
O 1.860 0.166 0.051  0.035
O -3.365 -0.142 1.769  0.000
C -2.820 -0.289 0.766  0.001
C 2.531 0.438 -0.978  0.868
C -2.083 -0.417 -0.337  0.000
Li 0.082 -0.229 0.385  0.024
H -1.991 -1.430 -0.741  0.000
H -2.043 0.457 -0.993  0.000

Properties
Relative energy (zero: lowest compared OMol25 entry of this formula, charge and spin): 0.00 kJ/mol
2S+1: 2
LUMO level (spin up / spin down): -0.179 / -0.203 hartree
Charge: +1
Gap between HOMO and LUMO (spin up / spin down): 7.59 / 8.74 eV
<S²>: 0.7547
E_HOMO (spin up / spin down): -12.445 / -14.259 eV



2.
ORCA calculation (the ωB97M-V functional and the def2-TZVPD basis) on C3H2CuO3 as an isolated structure at a distorted geometry.

Last column: Mulliken spin population.
Positions of all 9 atoms, in Å:
Cu 0.001 -0.757 2.069  0.058
O 0.936 0.375 1.015  -0.005
O -1.613 -0.992 1.221  0.162
O 1.474 0.339 -1.176  -0.002
C 0.548 0.431 -0.208  0.048
C -0.801 0.306 -0.572  0.061
C -1.866 -0.420 0.061  0.677
H -1.007 0.654 -1.588  0.001
H 2.327 0.063 -0.821  0.000

Properties
Relative energy (zero: lowest compared OMol25 entry of this formula, charge and spin): 69.97 kJ/mol
2S+1: 2
LUMO level (spin up / spin down): -0.016 / -0.035 hartree
Gap between HOMO and LUMO (spin up / spin down): 8.12 / 7.80 eV
<S²>: 0.7598
E_HOMO (spin up / spin down): -8.539 / -8.740 eV